14
Properties=species:S:1:pos:R:3 method="wB97M-V/def2-TZVPD" e_homo_ev=-1.695 total_energy_ha=-287.06061 total_charge=-1 relative_energy_kcal_mol=48.69 max_force_ha_per_bohr=0.0864
C 2.36067 0.75358 0.66905
C 1.86770 -0.49640 0.40580
C -2.16809 0.05487 0.91259
C -1.55256 0.43258 -0.18413
N 0.91109 -0.79153 -0.51309
O 0.45280 -2.20640 -0.55007
H 3.27230 0.91783 1.32725
H 2.27722 1.54020 -0.06787
H 2.32824 -1.27725 1.08693
H -1.85524 0.51708 1.80348
H -2.76787 -0.84837 0.94649
H 0.35919 -2.40404 0.42288
H -1.63483 -0.27214 -1.12279
H -0.83972 1.32417 -0.45205



21
Properties=species:S:1:pos:R:3 method="wB97M-V/def2-TZVPD" e_homo_ev=-9.008 total_energy_ha=-403.51041 total_charge=0 relative_energy_kcal_mol=41.54 max_force_ha_per_bohr=0.0211
C -2.78784 -0.19463 0.64314
C -1.30945 -0.08533 0.91834
C -0.73811 1.24092 0.46655
N -0.31207 1.23760 -0.94469
C 0.92761 0.55432 -1.23930
C 0.75223 -0.95238 -1.29701
O 1.61929 -1.71702 -0.95927
H -3.21716 -1.14315 0.97035
H -3.35180 0.57885 1.17269
H -3.01813 -0.07143 -0.41375
H -1.06958 -0.24538 1.96822
H -0.78217 -0.88430 0.39900
H -1.47640 2.04843 0.49575
H 0.08405 1.57002 1.11261
H -0.27124 2.19289 -1.27002
H 1.26160 0.81170 -2.25340
H 1.73160 0.72045 -0.52102
H -0.17578 -1.40304 -1.70248
O 1.80144 -0.35230 1.67954
H 1.97493 -0.36605 2.63080
H 2.57372 0.11575 1.34563